73
Properties=species:S:1:pos:R:3:forces:R:3 method="wB97M-V/def2-TZVPD" total_energy_ha=-3275.12780 e_homo_ev="-16.78 / -16.91" homo_lumo_gap_ev="8.724 / 4.918" total_charge=+3 e_lumo_ev="-8.06 / -11.99" spin_multiplicity=6
Fe 0.54641 -0.46459 0.02541 -1.0 0.6 -0.2
N 0.99077 1.65707 0.83163 -0.2 -0.7 -0.1
C -0.20592 2.50607 0.62344 -0.2 0.1 -0.2
C -0.73948 2.28538 -0.78051 0.1 0.2 0.2
N -1.11718 0.87451 -0.95654 0.8 -0.6 0.1
C -2.43803 0.53134 -0.39722 -0.1 -0.2 0.0
C -2.49842 -0.96487 -0.18582 -0.1 0.1 -0.1
N -1.49838 -1.32712 0.84306 0.6 0.2 -0.1
H 1.26597 1.70256 1.80949 0.1 0.0 0.0
H 1.76257 2.05822 0.30261 0.1 0.0 0.0
H 0.01741 3.56471 0.75930 0.1 0.0 0.1
H -0.95206 2.22714 1.36736 0.0 0.0 0.0
H 0.03885 2.52237 -1.50933 0.0 0.0 0.0
H -1.58283 2.95885 -0.95160 0.0 -0.1 -0.1
H -1.12784 0.65524 -1.94810 0.0 0.1 -0.1
H -3.24882 0.86256 -1.04886 0.1 0.0 0.0
H -2.56323 1.04273 0.55874 0.0 0.0 0.0
H -2.23691 -1.48226 -1.11199 -0.1 -0.1 0.0
H -3.50912 -1.26605 0.09217 0.0 0.0 0.1
H -1.55352 -2.32649 1.02396 0.2 0.0 0.0
H -1.75666 -0.87551 1.71831 0.0 -0.1 0.1
C 3.11868 -3.07239 -0.98203 -0.2 0.4 0.0
C 4.09375 -2.02018 -0.49609 -0.4 0.0 0.2
P 3.36290 -0.32490 -0.37411 1.3 -0.2 -1.0
C 2.82636 0.21721 -2.03248 -0.3 -0.1 0.5
C 3.41624 1.31728 -2.66960 -0.1 0.1 0.1
C 2.96917 1.72494 -3.91508 0.0 0.0 0.0
C 1.90402 1.07645 -4.53263 0.0 0.0 0.0
C 1.27990 0.00768 -3.89828 0.0 0.0 -0.1
C 1.72891 -0.41179 -2.65857 0.1 -0.1 0.1
C 4.79454 0.69302 0.09213 -0.4 0.0 0.2
C 5.91633 0.71319 -0.74900 -0.1 -0.2 0.1
C 7.01929 1.46819 -0.39462 0.1 -0.1 -0.1
C 7.02486 2.20718 0.78236 -0.2 -0.1 0.1
C 5.93076 2.15579 1.63457 0.1 0.1 0.0
C 4.81762 1.40260 1.28993 -0.2 0.0 0.1
P 1.51254 -2.90483 -0.08097 0.4 -0.5 0.4
C 0.63776 -4.41456 -0.55771 -0.3 0.5 -0.1
C 0.50913 -4.69732 -1.92367 0.1 0.0 0.1
C -0.06236 -5.88937 -2.32807 -0.1 0.0 -0.1
C -0.53953 -6.78810 -1.37948 0.0 0.1 0.0
C -0.42467 -6.50183 -0.02518 -0.1 -0.1 0.0
C 0.13265 -5.30450 0.39240 0.1 0.1 0.0
C 1.93508 -3.05801 1.67629 -0.2 0.2 -0.2
C 1.51076 -2.07030 2.57022 0.2 -0.2 -0.1
C 1.76164 -2.19087 3.92654 0.0 0.1 0.1
C 2.43613 -3.30697 4.40262 0.0 0.1 0.0
C 2.87562 -4.28532 3.52043 0.1 -0.1 0.0
C 2.63398 -4.16425 2.16139 0.0 0.0 0.0
H 3.50688 -4.07708 -0.80642 -0.1 0.0 0.0
H 2.93445 -2.97172 -2.05338 0.0 -0.1 0.0
H 4.97496 -1.95556 -1.13790 0.0 0.1 0.0
H 4.43725 -2.25086 0.51582 0.0 0.1 0.0
H 4.23911 1.84132 -2.20666 0.0 0.0 0.0
H 3.45668 2.55741 -4.40473 0.0 0.0 0.0
H 1.56171 1.40158 -5.50616 0.0 0.0 0.0
H 0.46006 -0.51144 -4.37836 0.0 0.0 0.0
H 1.27187 -1.29800 -2.22295 0.0 0.0 0.0
H 5.93693 0.13383 -1.66372 0.0 0.0 0.0
H 7.89122 1.45981 -1.03538 0.0 0.1 0.0
H 7.88514 2.80626 1.04705 0.0 0.0 0.0
H 5.95132 2.69603 2.57081 0.0 0.0 0.0
H 3.97584 1.35694 1.97141 0.0 0.0 0.0
H 0.86264 -3.99315 -2.66888 0.1 -0.1 0.0
H -0.15000 -6.11816 -3.38140 0.0 0.0 0.0
H -1.03069 -7.69740 -1.69811 0.1 -0.1 0.0
H -0.77451 -7.21708 0.70687 -0.1 0.0 0.0
H 0.20258 -5.08374 1.44904 0.0 0.0 0.0
H 0.97013 -1.19287 2.20959 -0.1 0.0 0.1
H 1.42599 -1.42744 4.61584 0.0 0.0 0.0
H 2.62178 -3.40573 5.46336 0.0 0.0 0.0
H 3.40167 -5.15214 3.89738 0.0 0.0 0.0
H 2.98785 -4.93362 1.48569 -0.1 0.0 0.0